1.
DFT (ωB97M-V/def2-TZVPD) results for a single H2N2O4S molecule at a distorted geometry.

Geometry as ORCA input:
```
! wB97M-V def2-TZVPD RIJCOSX def2/J DEFGRID3
* xyz 0 1
N 1.51 1.11 0.76
N 1.35 0.77 -0.39
O 1.87 2.14 1.25
O 1.22 0.06 1.73
O 0.81 -0.97 -2.06
O -0.86 -0.59 -0.23
S 0.52 -0.88 -0.44
H 1.23 0.42 2.63
H 1.25 -0.19 -2.40
*
```

Output
Highest occupied orbital energy   -10.61 eV

Here are the Löwdin charges for atoms 1 to 4, given in e: -0.45 -0.01 0.09 -0.04

2.
DFT (ωB97M-V/def2-TZVPD) results for a 3-piece molecular cluster, C3HNO3 overall at a distorted geometry.

Geometry as ORCA input:
```
! wB97M-V def2-TZVPD RIJCOSX def2/J DEFGRID3
* xyz 0 1
C 0.31 -0.60 -0.37
C -2.97 0.51 0.78
C 3.37 -0.28 -0.66
N -0.79 -0.40 -0.16
O 3.21 0.10 -1.73
O -2.99 1.62 0.42
O 3.38 -0.84 0.32
H -3.51 -0.12 1.40
*
```

Output
Highest occupied orbital energy (spin up / spin down)   -9.47 / -9.47 eV

Here are the Löwdin charges for atoms 1 to 4, given in e: -0.25 0.19 -0.53 -0.11